85
Properties=species:S:1:pos:R:3 method="wB97M-V/def2-TZVPD" relative_energy_kj_mol=233.7 s_squared=2.25 multiplicity=3 charge=+1
Ge 1.4781 0.5709 0.0108
Ge -0.7844 3.0153 -0.0771
V -1.1803 0.4849 0.7641
S -3.7231 0.1831 0.8868
S -1.9777 0.8269 3.2800
F -1.5522 -1.7142 2.8820
F -4.8719 2.4508 0.1903
F -5.7761 0.6362 -0.5710
F -1.2944 -1.0526 4.9345
F -3.2845 -1.2621 4.1045
F -6.0190 1.1778 1.5186
O 0.6453 -2.2162 -0.0024
O -1.5428 -1.9646 -0.6043
O -2.8196 0.4276 -0.3055
O -2.1457 1.6675 4.3997
O -4.1343 -1.1513 1.1268
O -0.6281 0.9442 2.5964
N -3.1202 0.9915 2.1580
C -1.7740 3.9075 1.3714
C 3.3827 6.5059 -0.5259
C 3.3925 0.3772 -2.1629
C -1.9962 -4.3800 -0.9988
C 2.2825 -0.2224 1.6040
C -1.8757 5.4362 1.3552
C 0.1157 -3.4588 -0.3083
C 2.4907 7.4885 -0.9420
C 0.6413 -7.1776 -0.6180
C -5.2209 1.2125 0.4733
C 1.0923 3.4939 -0.1775
C -2.0343 -0.9455 3.8581
C 2.9384 5.2212 -0.2738
C -1.3742 -5.6287 -0.9682
C 1.5904 4.8810 -0.4246
C 1.7303 -7.1924 -1.6993
C 1.2802 -7.4376 0.7523
C 1.9131 2.4509 -0.0652
C 3.7283 0.2770 1.7396
C 1.1547 7.1688 -1.1063
C -0.0312 -5.8018 -0.6167
C 0.7173 5.8759 -0.8471
C -1.6248 2.9852 -1.8422
C -0.3487 -8.3044 -0.9081
C -1.2054 -3.3113 -0.6617
C 1.9969 -0.1062 -1.7496
C 0.7390 -4.6817 -0.2758
C -1.7852 4.3232 -2.5676
B -0.3946 -1.3067 -0.1872
H 0.5349 -7.3949 1.5487
H -1.0076 2.3105 -2.4438
H -0.7895 -8.2176 -1.9028
H 0.1741 -9.2607 -0.8667
H 4.1698 0.0422 -1.4750
H -1.9670 -6.4928 -1.2270
H -0.3319 5.6552 -1.0045
H 1.7808 -4.7685 -0.0007
H -2.7802 3.4887 1.3871
H 3.4484 1.4641 -2.2244
H -3.0351 -4.2667 -1.2731
H 3.6526 -0.0118 -3.1480
H 2.9892 2.6030 -0.1494
H 1.7369 -8.4286 0.7702
H -0.9051 5.9177 1.4471
H -2.3153 4.1725 -3.5088
H 4.4300 6.7440 -0.3958
H 1.2578 0.2642 -2.4657
H -1.2906 3.6008 2.3013
H 1.3082 -6.9833 -2.6838
H 2.2107 -8.1718 -1.7359
H 4.1779 -0.1242 2.6490
H 1.9367 -1.1925 -1.7630
H 3.6599 4.4873 0.0590
H 2.0634 -6.7140 0.9823
H -2.5968 2.5015 -1.7393
H -0.8253 4.7828 -2.8075
H -1.1565 -8.3378 -0.1747
H 1.7156 0.0646 2.4895
H 2.8394 8.4941 -1.1359
H 3.7852 1.3635 1.8108
H -2.3633 5.0429 -1.9850
H -2.4833 5.7587 2.2020
H 2.5035 -6.4490 -1.4984
H 4.3605 -0.0367 0.9084
H 2.2314 -1.3044 1.5191
H -2.3567 5.8136 0.4514
H 0.4473 7.9180 -1.4363

=====

78
Properties=species:S:1:pos:R:3 method="wB97M-V/def2-TZVPD" relative_energy_kj_mol=0.0 charge=+2
Os -0.1222 -0.8273 0.3811
S -1.2110 0.7713 1.6504
S -0.9834 -0.8940 -1.7624
S 2.1450 -0.4121 0.3678
N 0.8127 1.2121 -2.1387
N 1.2867 2.2389 0.1968
N -3.1448 1.9786 0.0732
N -1.1552 -7.3641 3.5843
N 1.0629 -0.4222 -3.5680
N 2.6559 1.8644 1.8589
N -1.1283 2.1962 -0.7412
C -0.0881 -3.7590 0.5592
C -1.8447 1.7036 0.2896
C 4.0637 2.2493 3.8658
C 0.3277 0.0164 -2.5283
C 2.0453 0.5153 -3.8288
C 0.8801 -1.7082 -4.3701
C 2.2665 3.1887 1.9289
C -4.4531 0.1112 1.0872
C -5.6081 2.1602 0.3076
C -0.9612 -2.6549 2.5396
C -0.4311 -2.5846 1.2463
C -0.2750 -4.9858 1.1629
C -4.3356 1.6297 0.9626
C -3.2513 2.6472 -1.1319
C 1.8918 1.5160 -2.9437
C 4.8373 0.7074 2.0725
C -0.5021 -1.6777 -5.0172
C 3.6187 1.2057 2.8451
C -4.1453 2.3109 2.3151
C 1.4206 3.4138 0.9067
C 1.0587 -2.9194 -3.4544
C 1.9470 -1.7650 -5.4598
C -0.9993 -6.3398 3.0837
C -0.8028 -5.0517 2.4553
C 2.9006 0.0801 3.5881
C -1.1410 -3.8922 3.1424
C 2.0408 1.3003 0.8029
C -2.0085 2.7724 -1.6338
B 0.3918 2.2755 -1.0791
H 3.2275 2.6344 4.4534
H -6.4443 1.9072 0.9580
H 2.6178 3.8662 2.6852
H 5.5481 0.2716 2.7764
H 1.0235 -3.8210 -4.0677
H 0.5717 3.3474 -1.5868
H -0.6303 -2.5773 -5.6216
H -5.0125 2.0991 2.9428
H -1.2367 -1.7609 3.0794
H 0.3330 -3.7199 -0.4386
H 4.6008 3.0799 3.4022
H -3.6081 -0.3400 1.6044
H -1.5505 -3.9616 4.1420
H 0.9083 4.3186 0.6165
H -0.6044 -0.8096 -5.6728
H -1.6729 3.2388 -2.5475
H -5.3534 -0.1173 1.6597
H 1.7961 -2.6859 -6.0214
H -1.3069 -1.6603 -4.2789
H -3.2609 1.9495 2.8438
H 0.2698 -2.9983 -2.7080
H 4.7516 1.7629 4.5559
H 3.5822 -0.3254 4.3376
H 2.9576 -1.7944 -5.0467
H -5.7959 1.6966 -0.6632
H 2.0187 0.4669 4.1072
H -5.5963 3.2472 0.2001
H 2.4523 2.4313 -2.8269
H 4.5833 -0.0646 1.3433
H -4.1875 2.9845 -1.5368
H -0.0157 -5.8989 0.6433
H 2.0318 -2.8859 -2.9564
H 1.8625 -0.9362 -6.1660
H 2.6013 -0.7387 2.9370
H -4.5547 -0.3482 0.0998
H 2.7669 0.4077 -4.6175
H 5.3324 1.5332 1.5562
H -4.0681 3.3942 2.1958

=====

79
Properties=species:S:1:pos:R:3 method="wB97M-V/def2-TZVPD" relative_energy_kj_mol=15.3 charge=+2
Bi -0.1408 -0.3052 0.1288
S -0.4563 -0.9000 3.4165
S -0.2155 -2.6491 -0.8267
S 2.1470 -2.1295 1.5328
S 2.9999 -0.4260 4.8171
Si -2.0252 -5.7201 -0.6074
N -2.0864 -1.6875 0.6940
N -3.2630 0.5003 -5.3449
N -1.4024 0.2627 -1.8151
N -3.3905 0.5953 -3.0656
N -1.3060 0.2989 -4.1737
N -3.4603 0.7094 -0.8093
N 1.3094 -0.0651 -1.7780
C 1.3661 2.8287 1.2340
C 1.2172 2.9164 -0.1478
C -1.7315 -2.8215 0.0656
C 0.2605 0.2229 4.6437
C 3.4444 -0.1699 -2.8137
C -3.1541 -1.6742 1.5015
C 1.0227 -3.1243 2.5399
C 0.2473 2.8525 2.0563
C 1.6704 0.7365 4.3882
C -0.9024 -5.5686 -2.0893
C 3.6541 -1.9606 2.5365
C -2.7419 0.5088 -1.9178
C -0.0520 3.0237 -0.7018
C -2.4464 -4.0153 0.1711
C -2.6575 0.4607 -4.1691
C -1.1741 3.0289 0.1242
C -1.2085 -6.6973 0.7563
C 0.3821 -2.4761 3.7596
C -0.7525 0.2032 -3.0025
C 0.7287 0.0551 -2.9764
C -1.0248 2.9425 1.5034
C 1.4689 0.0677 -4.1451
C 2.8489 -0.0470 -4.0588
C -3.5657 -3.9549 1.0031
C -3.6548 -6.4646 -1.1240
C 2.6356 -0.1777 -1.6917
C 3.8881 -0.6390 3.2545
C -3.9291 -2.7947 1.6803
H 4.4691 -2.1356 1.8317
H 4.9484 -0.5789 3.5040
H -1.2858 -4.8739 -2.8391
H 2.0916 2.9417 -0.7863
H 3.6731 0.2092 2.6028
H 0.3665 2.8390 3.1311
H 3.0507 -0.2812 -0.6963
H -3.4825 -7.4395 -1.5844
H -4.7870 -2.7668 2.3362
H -0.1707 3.1350 -1.7728
H -4.1705 -4.8428 1.1435
H 0.1153 -5.2768 -1.8309
H -4.1591 -5.8375 -1.8622
H 1.1291 -2.2800 4.5247
H -4.4489 0.8687 -0.9144
H -0.4372 1.0627 4.6661
H -4.2592 0.6346 -5.3904
H 0.2644 -3.4637 1.8321
H -3.3641 -0.7473 2.0224
H 1.7936 1.0226 3.3450
H -1.8935 2.9925 2.1485
H 4.5156 -0.2621 -2.7064
H -3.0659 0.6613 0.1099
H -4.3408 -6.6242 -0.2911
H 3.4519 -0.0402 -4.9566
H 2.3574 2.7883 1.6688
H -0.8480 -6.5545 -2.5589
H -0.9872 -7.7123 0.4196
H -2.7251 0.4168 -6.1904
H -2.1606 3.1437 -0.3064
H 1.5687 -4.0162 2.8536
H 0.1868 -0.2579 5.6200
H -0.3537 -3.1697 4.1687
H 0.9601 0.1678 -5.0916
H 1.8205 1.6292 4.9988
H -0.2638 -6.2396 1.0606
H -1.8465 -6.7755 1.6389
H 3.6630 -2.7936 3.2403